20
Properties=species:S:1:pos:R:3:forces:R:3:lowdin_charge:R:1 method="wB97M-V/def2-TZVPD" homo_energy_ev=-8.240 orbital_gap_ev=9.203 max_force_ev_per_a=1.59 e_tot_ev=-7920.5888 smiles="C=C(CCC)NC" molar_mass_g_mol=99.18
C -2.420 -1.812 0.854 -0.5 0.5 -0.3 -0.126
C -1.228 -1.566 -0.070 -0.6 0.5 0.6 -0.258
C -0.680 -0.136 0.053 0.3 -0.5 0.3 -0.178
C 0.769 0.085 -0.378 -0.1 1.2 -0.4 -0.341
C 1.165 -0.017 -1.662 0.1 -0.7 0.9 0.066
C 1.234 2.351 0.408 0.5 1.5 -0.3 -0.155
N 1.561 0.955 0.440 -0.2 1.1 -0.5 -0.100
H -3.114 -0.969 0.788 0.0 0.0 0.1 0.070
H -3.008 -2.682 0.563 0.2 -0.2 0.0 0.066
H -2.125 -1.911 1.899 0.1 0.0 0.0 0.071
H -0.511 -2.343 0.185 0.4 0.1 -0.5 0.106
H -1.569 -1.597 -1.104 0.2 -0.8 -0.1 0.105
H -0.823 0.364 1.014 0.2 -0.6 0.4 0.108
H -1.300 0.492 -0.595 0.1 -0.1 -0.1 0.114
H 1.736 0.800 -2.086 1.0 -0.7 0.1 0.061
H 0.964 -0.923 -2.220 -1.0 0.5 -0.6 0.059
H 1.393 2.803 -0.583 -0.2 -0.5 -0.2 0.074
H 1.952 2.964 0.963 -0.1 -0.4 0.5 0.077
H 0.226 2.680 0.701 -0.1 -0.4 0.2 0.073
H 1.982 0.635 1.291 -0.3 -0.4 0.0 0.109